a) # C3H3N3O

C3H3N3O in the gas phase (the ωB97M-V functional and the def2-TZVPD basis, OMol25).

Each line ends with the Löwdin charge.
Geometry (Å):
H (-1.26732, -2.33261, 0.27632)  0.065
N (-0.90446, -1.86990, -0.57323)  0.099
N (-0.39297, -0.81544, -0.16148)  -0.108
C (0.18861, 0.06665, -1.07083)  -0.139
C (0.67884, 1.17033, -0.47454)  -0.107
N (0.60973, 1.36904, 0.89679)  0.115
C (0.08115, 0.57337, 1.68231)  -0.316
O (-0.34774, 0.00658, 2.60632)  0.176
H (0.20962, -0.13867, -2.13593)  0.105
H (1.14977, 1.98037, -1.01882)  0.110

Total charge ... 0
Orbital gap ... 9.06 eV

***

b) # C3H3N3O

C3H3N3O in the gas phase (the ωB97M-V functional and the def2-TZVPD basis, OMol25).

Each line ends with the Löwdin charge.
Geometry (Å):
O (-2.13581, -0.20109, -0.07104)  0.101
C (-0.80447, -0.20097, 0.17315)  -0.360
C (-0.05815, 0.93044, 0.08362)  0.025
C (1.28530, 0.65866, -0.05739)  -0.147
N (1.78619, -0.52243, -0.01319)  0.004
N (1.01142, -1.53114, 0.06086)  -0.031
N (-0.28219, -1.42735, 0.01473)  0.092
H (-2.39670, -1.07052, -0.20153)  0.069
H (-0.45802, 1.90053, 0.24258)  0.114
H (2.05243, 1.46387, -0.23178)  0.133

Total charge ... 0
Orbital gap ... 9.82 eV

***

c) # C3H3N3O

C3H3N3O in the gas phase (the ωB97M-V functional and the def2-TZVPD basis, OMol25).

Each line ends with the Löwdin charge.
Geometry (Å):
O (-1.14827, 0.25008, 2.12958)  0.063
C (-0.95734, -0.49598, 1.19757)  -0.214
C (0.02604, -0.21351, 0.14896)  -0.230
C (-0.16546, -0.36551, -1.20147)  -0.095
N (0.70359, 0.43969, -1.86028)  0.006
N (1.44566, 1.05164, -0.98676)  0.004
N (1.04167, 0.68195, 0.22276)  0.058
H (-1.57770, -1.39422, 1.01485)  0.129
H (-0.90680, -0.97265, -1.70129)  0.111
H (1.53860, 1.01851, 1.03607)  0.169

Total charge ... 0
Orbital gap ... 10.35 eV

***

d) # C3H3N3O

C3H3N3O in the gas phase (the ωB97M-V functional and the def2-TZVPD basis, OMol25).

Each line ends with the Löwdin charge.
Geometry (Å):
O (0.29461, -0.30429, 1.97970)  0.089
C (-0.12179, 0.32886, 0.86299)  -0.391
C (-1.31283, -0.07852, 0.20715)  -0.063
N (-1.06601, -0.61406, -0.96669)  0.039
N (0.10847, -0.50946, -1.57787)  0.006
C (0.89412, 0.45581, -1.10919)  -0.204
N (0.81227, 0.89120, 0.14273)  0.158
H (0.99059, -0.85651, 1.57291)  0.136
H (-2.32276, -0.11069, 0.60587)  0.119
H (1.72333, 0.79766, -1.71761)  0.111

Total charge ... 0
Orbital gap ... 9.77 eV

***

What should be chosen as the least stable of them? Choose d).

***

a) # C3H2N2OS

C3H2N2OS in the gas phase (the ωB97M-V functional and the def2-TZVPD basis, OMol25).

Each line ends with the Löwdin charge.
Geometry (Å):
C (0.14044, 1.11720, 0.02828)  -0.137
C (0.89192, 0.16451, 0.49702)  -0.047
C (0.66294, 2.16490, -0.86267)  -0.238
N (0.96719, 3.04324, -1.51277)  0.157
N (2.49814, 0.19390, -0.11178)  -0.331
O (3.34694, -2.03499, 0.74757)  -0.516
S (3.62943, -0.75288, 0.10159)  0.857
H (-0.78802, 1.41323, 0.58394)  0.130
H (0.68143, -0.40460, 1.45384)  0.125

Total charge ... 0
Orbital gap ... 9.86 eV

***

b) # C3H2N2OS

C3H2N2OS in the gas phase (the ωB97M-V functional and the def2-TZVPD basis, OMol25).

Each line ends with the Löwdin charge.
Geometry (Å):
S (2.91420, -0.32208, 0.05096)  0.674
C (1.23179, -0.25184, -0.09483)  -0.766
C (0.40268, 1.02324, -0.00382)  -0.146
N (-0.81969, 0.94688, 0.04377)  0.109
C (-1.50492, -0.35286, -0.03537)  -0.107
N (-0.93520, -1.47376, 0.16163)  0.151
O (0.45716, -1.32289, -0.12012)  -0.100
H (0.77030, 2.00102, 0.02066)  0.101
H (-2.51632, -0.24771, -0.02287)  0.084

Total charge ... 0
Orbital gap ... 8.18 eV

***

What should be chosen as the least stable of them? Choose b).

***

a) # C4H4N2O

C4H4N2O in the gas phase (the ωB97M-V functional and the def2-TZVPD basis, OMol25).

Each line ends with the Löwdin charge.
Geometry (Å):
O (2.20768, -1.45644, -0.30157)  0.066
C (1.24147, -0.78746, -0.00815)  -0.493
C (1.08624, 0.67397, -0.20008)  0.027
C (-0.12809, 1.17478, 0.08108)  -0.093
N (-1.25509, 0.34247, 0.01830)  0.042
C (-1.01655, -0.97607, 0.25704)  -0.189
N (0.13638, -1.42108, 0.59460)  0.125
H (1.89865, 1.32269, -0.52444)  0.117
H (-0.30084, 2.16138, 0.49215)  0.120
H (-2.04207, 0.65859, -0.53937)  0.150
H (-1.82778, -1.69285, 0.13045)  0.130

Total charge ... 0
Orbital gap ... 9.52 eV

***

b) # C4H4N2O

C4H4N2O in the gas phase (the ωB97M-V functional and the def2-TZVPD basis, OMol25).

Each line ends with the Löwdin charge.
Geometry (Å):
N (2.42848, 0.32339, 0.53035)  0.179
C (1.46014, -0.31233, 0.17631)  -0.147
C (0.55763, -1.28670, -0.03708)  -0.156
N (-0.81264, -1.28734, -0.03040)  0.053
C (-1.59492, -0.26647, -0.01816)  -0.140
C (-1.19789, 1.14730, -0.06661)  -0.223
O (-0.04491, 1.53629, -0.03148)  0.026
H (2.85878, 1.00601, -0.08410)  0.093
H (1.02576, -2.24621, -0.22935)  0.106
H (-2.66224, -0.48913, -0.03972)  0.098
H (-2.01819, 1.87519, -0.16976)  0.112

Total charge ... 0
Orbital gap ... 8.13 eV

***

c) # C4H4N2O

C4H4N2O in the gas phase (the ωB97M-V functional and the def2-TZVPD basis, OMol25).

Each line ends with the Löwdin charge.
Geometry (Å):
N (0.42459, 2.65613, 0.67569)  0.145
C (0.88681, 1.61746, 0.40051)  -0.262
C (1.45625, 0.36752, 0.06116)  -0.101
C (0.73315, -0.75012, -0.26608)  -0.109
N (-0.62525, -0.98607, -0.25922)  0.057
C (-1.66199, -0.09735, 0.06874)  -0.277
O (-2.82128, -0.44912, 0.03112)  0.053
H (2.52665, 0.33300, 0.09302)  0.094
H (1.29861, -1.65206, -0.57977)  0.133
H (-0.90682, -1.95337, -0.49307)  0.162
H (-1.31072, 0.91398, 0.26790)  0.105

Total charge ... 0
Orbital gap ... 9.55 eV

***

d) # C4H4N2O

2 unconnected molecules or ions with the total composition C4H4N2O (the ωB97M-V functional and the def2-TZVPD basis, OMol25).

Each line ends with the Löwdin charge.
Geometry (Å):
O (-2.63631, -0.99194, 0.60546)  0.100
C (-1.75024, -0.40738, 0.06710)  -0.233
C (-0.47621, -0.28898, -0.37908)  -0.268
C (-0.14455, 1.08288, -0.14608)  -0.178
N (1.18469, 1.10294, 0.34771)  0.079
C (1.61061, -0.11659, 0.16868)  -0.174
N (0.72091, -1.01983, -0.37052)  0.100
H (-1.52291, 1.17325, 0.34079)  0.183
H (-0.38375, 1.90967, -0.81750)  0.115
H (2.62791, -0.43127, 0.37669)  0.127
H (0.76986, -2.01277, -0.19325)  0.150

Total charge ... 0
Orbital gap ... 7.87 eV

***

What should be chosen as the least stable of them? Choose d).

***

a) # C6H14N2

C6H14N2 in the gas phase (the ωB97M-V functional and the def2-TZVPD basis, OMol25).

Each line ends with the Löwdin charge.
Geometry (Å):
C (-1.41007, -0.94356, 0.42017)  -0.321
C (-2.88722, -0.98947, -0.01834)  -0.126
C (-0.47839, -0.23790, -0.53578)  -0.239
C (-0.42317, 1.22698, -0.50369)  -0.169
H (-1.35851, -0.47503, 1.41311)  0.094
H (-1.07423, -1.97873, 0.57089)  0.091
H (-0.41973, -0.68348, -1.52383)  0.086
H (-3.28804, 0.02122, -0.13604)  0.061
H (-2.98065, -1.49285, -0.98368)  0.066
H (-3.51572, -1.52012, 0.70543)  0.061
H (-0.27665, 1.71066, -1.46956)  0.103
H (-1.20025, 1.76208, 0.05222)  0.103
C (1.70626, 0.19480, 0.04593)  -0.482
N (1.80623, -0.57944, 1.22304)  0.081
N (0.92739, 1.49334, 0.27630)  0.072
C (2.70528, 0.30681, -0.86315)  0.005
H (1.09361, -1.29393, 1.28031)  0.066
H (2.73346, -0.96818, 1.34894)  0.081
H (1.48203, 2.32688, 0.02756)  0.143
H (0.75228, 1.53323, 1.28235)  0.142
H (3.39495, -0.51175, -1.01201)  0.043
H (2.71114, 1.09843, -1.60018)  0.038

Total charge ... 0
Orbital gap ... 6.78 eV

***

b) # C6H14N2

C6H14N2 in the gas phase (the ωB97M-V functional and the def2-TZVPD basis, OMol25).

Each line ends with the Löwdin charge.
Geometry (Å):
C (0.21956, 1.94210, 0.58043)  0.030
C (0.75951, 0.81677, 0.10489)  -0.260
C (2.35027, 0.86094, -0.34420)  -0.233
N (3.10827, -0.34414, -0.57891)  -0.026
C (0.24429, -0.55786, 0.18963)  -0.132
N (-1.24609, -0.83625, -0.29431)  -0.242
C (-1.94892, -1.70509, 0.64715)  -0.138
C (-2.10835, 0.25307, -0.70124)  -0.148
H (-0.78982, 1.97936, 0.97556)  0.051
H (0.73558, 2.89642, 0.52059)  0.065
H (2.93337, 1.43958, 0.38217)  0.103
H (2.37365, 1.45509, -1.26303)  0.105
H (3.01311, -0.99191, 0.19889)  0.069
H (2.74296, -0.82199, -1.39976)  0.067
H (0.78295, -1.25559, -0.45592)  0.098
H (0.35569, -0.90326, 1.22295)  0.120
H (-2.19959, -1.17295, 1.57829)  0.081
H (-1.34136, -2.57859, 0.90926)  0.078
H (-2.88580, -2.09444, 0.22744)  0.080
H (-3.01253, -0.13319, -1.19380)  0.082
H (-1.62461, 0.89056, -1.44864)  0.083
H (-2.46214, 0.86137, 0.14255)  0.068

Total charge ... 0
Orbital gap ... 9.10 eV

***

What should be chosen as the least stable of them? Choose a).

***

a) # C6H14N2

A molecular structure, C6H14N2 (the ωB97M-V functional and the def2-TZVPD basis, OMol25).

Each line ends with the Löwdin charge.
Geometry (Å):
C (1.37090, 0.22414, -0.18826)  -0.173
C (-0.38629, 2.03640, -0.14015)  -0.048
C (-1.43694, -0.32988, -1.55038)  -0.074
C (-0.36550, -1.91416, 0.09090)  -0.078
C (0.04236, 0.63872, 0.26898)  -0.470
C (-0.37880, -0.52180, -0.48974)  -0.324
N (0.20656, 0.65922, 1.95641)  0.056
N (2.24112, -0.62361, 0.43896)  0.065
H (1.86779, 0.89937, -0.87799)  0.128
H (1.84990, -1.17646, 1.18866)  0.076
H (-0.47756, 0.06957, 2.42496)  0.028
H (0.11624, 1.57629, 2.38795)  0.031
H (3.07037, -0.95528, -0.03017)  0.093
H (-0.24290, 2.22997, -1.20339)  0.076
H (-1.44252, 2.17157, 0.08830)  0.087
H (0.22996, 2.76807, 0.38225)  0.081
H (-2.42690, -0.19739, -1.09677)  0.085
H (0.39368, -2.53547, -0.39585)  0.079
H (-1.50540, -1.20931, -2.19214)  0.075
H (-1.24998, 0.53853, -2.17962)  0.065
H (-0.15470, -1.93062, 1.16546)  0.065
H (-1.32139, -2.41787, -0.04838)  0.076

Total charge ... 0
Orbital gap ... 7.86 eV

***

b) # C6H14N2

2 unconnected molecules or ions with the total composition C6H14N2 (the ωB97M-V functional and the def2-TZVPD basis, OMol25).

Each line ends with the Löwdin charge.
Geometry (Å):
C (-1.69553, -0.47158, -1.87093)  -0.132
C (-1.72516, 1.04621, -1.86350)  -0.175
C (-0.69518, 1.89415, -1.53464)  -0.246
N (-0.70909, 3.28272, -1.55143)  0.021
H (-0.67844, -0.82621, -1.64900)  0.050
H (-2.34297, -0.89063, -1.08113)  0.068
H (-2.00173, -0.91588, -2.82911)  0.065
H (-2.68554, 1.53461, -2.04686)  0.086
H (0.24814, 1.45365, -1.18134)  0.104
H (-0.08847, 3.61322, -0.85509)  0.057
H (-1.63921, 3.69462, -1.36785)  0.099
C (2.42817, -2.66032, 0.68785)  -0.060
N (1.93555, -2.04943, 1.72853)  -0.039
C (1.06878, -0.89565, 1.40390)  -0.306
C (0.46206, -0.25505, 2.70024)  -0.105
H (2.03923, -2.51242, -0.32941)  0.071
H (3.08765, -3.51087, 0.89115)  0.061
H (1.74144, -0.15923, 0.95832)  0.097
H (0.25945, -1.08886, 0.66687)  0.095
H (-0.25706, 0.54632, 2.49351)  0.060
H (-0.02926, -1.00601, 3.34351)  0.068
H (1.27717, 0.17663, 3.28641)  0.060

Total charge ... 0
Orbital gap ... 9.04 eV

***

What should be chosen as the least stable of them? Choose a).

***

a) # C6H14N2

C6H14N2 in the gas phase (the ωB97M-V functional and the def2-TZVPD basis, OMol25).

Each line ends with the Löwdin charge.
Geometry (Å):
H (1.89611, -4.94082, 0.82159)  -0.003
N (1.91195, -3.95939, 0.68392)  0.038
C (0.75506, -3.33565, 0.56859)  -0.291
N (0.71774, -1.96268, 0.49046)  -0.027
C (-0.44852, -1.20242, 0.24599)  -0.220
C (-0.34929, 0.24901, 0.79880)  -0.182
C (0.53470, 1.17277, -0.08639)  -0.241
C (-0.28591, 1.92379, -1.11824)  -0.316
C (-1.04254, 3.12669, -0.62023)  -0.159
H (-0.24942, -3.87546, 0.45960)  0.136
H (1.61815, -1.64896, 0.36830)  0.096
H (-1.32230, -1.74855, 0.75282)  0.142
H (-0.63564, -1.06671, -0.82716)  0.103
H (0.06115, 0.14483, 1.76860)  0.093
H (-1.21274, 0.75298, 1.01828)  0.073
H (1.19346, 1.75442, 0.55572)  0.105
H (1.21943, 0.55341, -0.77841)  0.126
H (0.29125, 2.18130, -2.13907)  0.135
H (-0.99920, 1.06358, -1.66055)  0.150
H (-0.96295, 3.27600, 0.54022)  0.101
H (-2.06906, 3.37743, -0.87481)  0.050
H (-0.62142, 4.16443, -0.96802)  0.093

Total charge ... 0
Orbital gap ... 9.69 eV

***

b) # C6H14N2

C6H14N2 in the gas phase (the ωB97M-V functional and the def2-TZVPD basis, OMol25).

Each line ends with the Löwdin charge.
Geometry (Å):
C (-0.45906, -1.24507, -2.53380)  -0.040
C (0.14122, -0.67162, -1.26916)  -0.470
N (1.47236, -1.03639, -1.14592)  0.143
N (-0.57088, 0.21606, -0.70487)  0.107
C (-0.20783, 0.51654, 0.68975)  -0.617
C (-0.15117, -0.64746, 1.68627)  -0.048
C (1.01840, 1.42586, 0.82533)  -0.052
C (-1.46564, 1.39089, 1.04860)  -0.072
H (-1.46648, -0.86801, -2.67204)  0.074
H (-0.48225, -2.33429, -2.50138)  0.074
H (0.14379, -0.95349, -3.39268)  0.074
H (1.79537, -1.86317, -1.62100)  0.093
H (1.93881, -0.91226, -0.26453)  0.066
H (-0.25480, -0.26837, 2.70132)  0.081
H (-0.96779, -1.34102, 1.49797)  0.084
H (0.79880, -1.17793, 1.64184)  0.065
H (1.10061, 1.80581, 1.84192)  0.081
H (0.94163, 2.26471, 0.13785)  0.085
H (1.94016, 0.89167, 0.60625)  0.058
H (-1.55870, 2.23063, 0.36680)  0.073
H (-1.33522, 1.78324, 2.05524)  0.068
H (-2.37135, 0.79365, 1.00623)  0.073

Total charge ... 0
Orbital gap ... 9.71 eV

***

What should be chosen as the least stable of them? Choose a).